{
  "formula": "C26H65AsF6NO16P3S2",
  "method": "the ωB97M-V functional and the def2-TZVPD basis",
  "species": ["H", "H", "H", "P", "H", "H", "H", "H", "H", "C", "H", "C", "H", "H", "H", "H", "O", "C", "H", "H", "H", "H", "H", "S", "H", "H", "O", "O", "C", "O", "O", "H", "H", "O", "F", "H", "C", "H", "C", "F", "O", "O", "H", "C", "H", "C", "F", "As", "C", "H", "O", "H", "O", "C", "H", "C", "H", "H", "H", "H", "H", "C", "H", "H", "F", "C", "H", "F", "H", "H", "H", "H", "O", "H", "P", "H", "H", "S", "H", "O", "H", "H", "H", "H", "H", "C", "C", "H", "H", "O", "N", "C", "C", "C", "H", "F", "H", "H", "H", "O", "H", "C", "H", "C", "H", "H", "C", "C", "H", "C", "H", "H", "H", "C", "H", "C", "O", "O", "C", "P"],
  "coordinates": [[-6.256, -3.295, -1.568], [0.708, -2.514, 4.694], [2.945, 9.197, -1.020], [3.441, -3.560, 5.001], [-4.267, -2.060, 3.784], [4.423, 7.876, -2.400], [-4.655, 5.415, 2.175], [0.439, -4.165, -5.321], [7.190, -5.765, 3.719], [4.926, -3.801, 8.388], [-4.943, 3.737, 1.820], [5.665, -4.205, 3.836], [0.325, -2.916, 2.321], [-0.897, -1.752, -4.129], [2.353, -0.765, -6.149], [-8.002, -4.665, -2.086], [3.671, 3.643, -2.380], [-4.364, 4.610, 1.505], [3.115, -3.043, 7.551], [1.110, -0.474, -4.194], [2.090, 2.723, -1.490], [-4.882, 0.973, -1.997], [-1.531, 4.891, 0.092], [0.642, -2.313, -6.785], [2.742, 1.795, -3.876], [2.743, 7.506, -2.990], [1.974, -4.158, 4.971], [3.573, 6.044, -1.866], [1.352, -1.531, -4.357], [-6.090, -3.811, 0.416], [3.791, 5.368, -4.308], [-5.745, 4.716, -0.355], [1.529, -4.216, 2.267], [4.212, -4.202, 3.790], [-0.115, 1.821, -1.129], [5.795, -6.103, 4.783], [3.451, 7.448, -2.163], [5.484, -4.729, 8.510], [-5.343, -1.915, 3.664], [-0.828, -1.063, 0.646], [-0.242, -1.220, -7.109], [-5.786, -2.807, 2.611], [8.696, 6.287, -3.226], [-4.783, 4.953, 0.094], [1.910, -2.435, 2.618], [-2.844, 4.282, 1.566], [-2.204, 0.778, -0.212], [-0.502, 0.389, -0.221], [-6.914, -3.455, -0.709], [-6.818, -0.376, 3.292], [-4.053, 2.892, -1.255], [-2.715, -4.388, -1.638], [1.121, -3.148, -7.850], [1.975, 2.537, -3.658], [2.100, 3.235, -4.501], [-0.113, -3.228, -5.447], [7.942, 6.079, -1.694], [-2.365, -2.520, 0.033], [-2.410, 5.197, 1.967], [0.932, 2.255, -3.788], [-1.114, -3.552, -5.728], [-3.537, -3.986, -1.031], [6.112, 6.847, -3.364], [5.614, -3.141, 7.851], [1.170, -0.039, -0.207], [-7.864, -4.600, -1.011], [3.037, -4.745, 8.004], [-0.677, -0.409, -1.758], [-8.746, -4.563, -0.378], [2.717, -2.481, -5.707], [-4.322, -0.533, -1.538], [-4.038, -3.260, -1.667], [-5.327, -1.390, 0.450], [0.122, -4.210, 4.363], [4.141, 5.013, -2.932], [-4.677, 6.028, -0.112], [6.652, 5.415, -4.364], [-3.576, 4.247, -1.036], [-7.441, -2.522, -0.516], [5.695, 4.914, -2.645], [1.818, 7.787, -0.785], [-2.671, 3.494, 2.292], [1.644, 4.210, -2.385], [-5.401, 0.088, 4.320], [-5.231, -0.071, 2.584], [3.674, -3.979, 7.561], [-2.277, 4.092, 0.164], [5.638, -6.192, 3.020], [6.020, -3.653, 2.971], [3.444, -2.099, 5.110], [-4.085, 0.338, -2.020], [0.913, -3.476, 4.231], [-2.907, -3.441, 0.241], [2.842, 8.115, -0.944], [-0.003, -2.870, -3.297], [-0.266, 1.272, 1.233], [-3.908, 0.108, -2.998], [2.014, -1.671, -3.504], [-1.620, 3.260, -0.082], [4.067, -4.343, 6.236], [4.715, -3.291, 9.327], [1.961, -1.696, -5.750], [3.423, 7.825, -0.064], [2.259, 3.309, -2.386], [-5.783, -2.327, 4.572], [-4.086, -4.904, -0.823], [0.031, -2.318, -4.241], [6.113, -5.655, 3.842], [5.993, -3.736, 4.762], [-5.748, -0.477, 3.455], [-3.246, 0.785, -1.624], [-2.111, -4.128, 0.530], [-7.354, -5.522, -0.715], [7.899, 5.731, -2.730], [8.164, 4.673, -2.727], [6.538, 5.850, -3.371], [-3.312, 5.073, -2.168], [-3.802, -3.265, 1.327], [1.256, -3.294, 2.768], [-5.258, -2.686, 1.146]],
  "atomic_forces_ev_per_a": [[-0.002, 0.044, 0.071], [-0.117, -0.081, 0.164], [-0.385, 0.042, -0.119], [-0.798, 0.194, 0.678], [0.048, 0.286, -0.188], [0.000, 0.015, -0.160], [0.206, 0.040, 0.063], [0.275, 0.184, -0.119], [0.039, 0.162, 0.135], [0.571, 0.502, -0.456], [0.102, -0.015, 0.045], [-0.037, -0.493, 0.126], [0.028, -0.286, -0.164], [0.464, 0.751, -0.390], [0.062, -0.091, -0.194], [-0.681, 0.089, 0.057], [-0.164, -0.349, 0.468], [-0.963, -1.233, -0.032], [-0.025, 0.003, -0.154], [-0.116, -0.052, -0.317], [-0.034, 0.060, 0.063], [0.221, 0.261, 0.345], [-0.466, 0.326, -0.771], [-0.260, 0.286, 0.166], [-0.418, -0.554, 0.424], [0.404, 0.340, -0.326], [0.341, 0.109, -0.379], [0.079, 0.107, 0.423], [-0.971, 1.859, 0.407], [-0.272, 0.058, 0.088], [-0.081, 0.128, -0.273], [-0.170, -0.502, 0.610], [0.338, 0.064, 0.016], [0.155, -0.042, 0.014], [-0.498, 0.349, 0.010], [0.089, -0.136, -0.028], [-0.982, -0.387, 0.242], [-0.248, -0.117, 0.324], [0.126, -0.508, 0.398], [-0.452, -0.190, 0.059], [-0.012, 0.078, 0.092], [-0.431, 0.468, 0.155], [-0.251, -0.031, -0.400], [0.803, 1.741, -1.425], [0.590, -0.457, -0.014], [-0.884, 0.784, 0.357], [-0.268, 0.156, -0.079], [2.127, -0.154, -0.041], [-0.072, -0.119, -0.384], [-0.060, 0.024, 0.207], [-0.035, -0.347, -0.497], [0.103, 0.397, -0.012], [0.126, -0.201, 0.086], [0.185, 1.194, -1.195], [0.147, 0.119, 0.219], [0.284, -0.994, -0.052], [-0.357, -0.081, 0.007], [-0.292, 0.265, 0.112], [0.378, -0.230, 0.106], [0.121, -0.661, 0.526], [-0.137, 0.451, -0.023], [1.138, -0.929, -0.198], [0.022, 0.065, -0.181], [-0.155, 0.081, -0.041], [0.154, -0.031, -0.165], [1.021, -0.369, 0.646], [-0.057, -0.169, -0.338], [-0.634, -0.335, -0.072], [-0.346, 0.134, -0.455], [0.133, 0.121, -0.393], [0.046, 0.114, 0.577], [-0.429, -0.060, 0.258], [0.101, 0.321, -0.290], [-0.442, 0.434, -0.072], [0.194, 0.482, -0.205], [0.051, -0.023, 0.262], [-0.407, 0.614, -0.313], [-0.722, -0.903, 1.438], [0.038, 0.016, 0.091], [-0.087, 0.339, 0.002], [-0.101, 0.202, -0.077], [0.165, -0.262, -0.285], [0.103, 0.070, 0.293], [-0.288, 0.072, 0.070], [-0.088, 0.032, -0.017], [0.200, 0.370, 0.599], [1.905, 0.907, 0.111], [-0.030, 0.001, 0.025], [-0.016, 0.078, 0.006], [0.306, 0.102, -0.066], [-0.330, -0.625, -1.023], [0.817, -0.906, -0.106], [0.741, 0.180, -1.111], [0.846, -0.240, 0.266], [0.346, -0.353, -0.234], [-0.454, 0.214, 0.311], [0.115, 0.072, 0.025], [0.290, -0.758, -0.344], [-0.691, -0.644, 0.249], [-0.056, -0.260, -0.251], [-0.052, -0.374, 0.197], [0.281, -0.516, 0.642], [-0.070, -0.029, -0.007], [-0.040, -0.484, -0.492], [-0.194, 0.017, -0.110], [-0.624, 0.372, -0.027], [-0.792, -0.717, 0.769], [-0.216, 0.030, -0.202], [0.097, 0.285, -0.150], [0.626, -0.018, -0.298], [-0.116, 0.042, 0.474], [-0.335, -0.171, 0.514], [0.031, 0.007, -0.153], [0.481, 0.224, 0.660], [0.112, 0.024, -0.003], [0.712, -1.244, 0.157], [0.298, 0.360, -0.313], [-0.135, -0.223, 0.279], [-1.338, 0.939, 0.112], [0.401, -0.303, -0.115]],
  "mulliken_charge": [0.114, 0.258, 0.408, 0.909, 0.262, 0.184, 0.400, 0.346, 0.380, -1.214, 0.169, -0.198, 0.110, 0.104, 0.471, 0.374, -0.462, -0.579, 0.370, -0.175, 0.161, 0.403, 0.370, 1.100, 0.312, 0.295, -0.362, -0.203, -0.183, -0.370, -0.707, 0.505, 0.298, -0.289, -0.572, 0.255, 0.021, 0.297, -0.265, -0.542, -0.649, -0.405, 0.387, -0.837, 0.360, -0.644, -0.517, 2.138, 0.093, 0.274, -0.597, 0.547, -0.666, -1.183, 0.424, -0.896, 0.313, -0.113, 0.309, 0.351, 0.455, -1.165, 0.284, 0.302, -0.521, -1.336, 0.282, -0.541, 0.340, 0.319, 0.126, 0.095, -0.498, 0.304, 0.903, 0.354, 0.217, 1.017, 0.353, -0.277, 0.271, 0.337, 0.205, 0.398, 0.127, -0.270, 0.237, 0.295, 0.379, -0.734, -0.103, -0.305, 0.298, -1.276, 0.344, -0.510, 0.401, 0.510, -0.357, -0.203, 0.377, -0.775, 0.320, 0.025, 0.289, 0.296, -0.306, -1.109, 0.252, -0.827, 0.204, 0.345, 0.321, -1.297, 0.298, 0.007, -0.690, -0.273, -0.754, 0.797],
  "total_charge": 0,
  "e_homo_ev": -10.11,
  "max_force_ev_per_a": 2.4,
  "de_lowest_kcal_mol": 56.9
}